Below is a 2-piece molecular cluster, C2H4Cl2N2 overall, with properties calculated with ωB97M-V with the def2-TZVPD basis set.

Structure (XYZ):
```
10
Properties=species:S:1:pos:R:3:nbo_charge:R:1
C 0.5867 0.0859 0.0429 0.008
C -0.6401 -0.2992 0.4240 0.044
N 1.1787 -0.5902 -1.9514 -0.765
N -1.1383 0.0734 1.7173 -0.821
Cl 1.8634 0.9823 0.6390 0.092
Cl -1.6843 -1.3099 -0.5829 0.039
H 0.4539 -0.1508 -2.4907 0.326
H 1.8278 0.1594 -1.9850 0.317
H -1.9163 0.5864 1.7558 0.372
H -0.5315 0.4628 2.4310 0.389
```

- molar mass (g/mol) = 127.0
- frontier orbital gap (eV) = 8.9
- energy above the lowest of the compared OMol25 structures with the same formula, charge and spin (kcal/mol) = 86.65